1.
Molecular formula: C4H6O
Method: DFT, ωB97M-V/def2-TZVPD

As for the spin multiplicity: 2. For the energy above the lowest of the compared OMol25 structures with the same formula, charge and spin, the calculation gives 52.99 kcal/mol. The value obtained for the gap between HOMO and LUMO (spin up / spin down) is 6.05 / 5.73 eV. The value obtained for the maximum force is 2.4 eV/Å. For the electronic energy, the calculation gives -6288.3709 eV. Its net charge is -1.

The geometry in XYZ format:
```
11
Properties=species:S:1:pos:R:3:forces:R:3
O -3.43056 -0.85359 -0.25102 0.21 -0.10 -0.13
C -1.08104 0.22255 0.43141 1.67 1.51 0.73
C 2.42662 -0.33824 -0.72601 0.10 0.50 -0.45
C 1.50712 0.43491 -0.01525 0.12 -0.92 -0.38
C 0.15517 0.26916 -0.05455 -1.31 0.17 1.43
H -1.72796 1.10666 0.34761 -0.20 -0.91 -0.71
H -4.03474 -0.44202 0.37218 -0.20 0.10 0.16
H 2.09001 -1.05697 -1.47661 0.10 0.19 0.34
H -1.29534 -0.37874 1.32560 -0.11 -0.22 -0.82
H 3.49209 -0.11112 -0.67642 -0.24 -0.17 0.06
H 1.89862 1.14741 0.72307 -0.14 -0.16 -0.25
```
Positions in Å, forces in eV/Å.

Mulliken atomic charge list, values in e, 5 entries: number 1, O, carries -1.0727; number 2, C, carries -0.4842; number 3, C, carries -0.8482; number 4, C, carries -0.0391; number 5, C, carries 0.0230


2.
Molecular formula: C5H9NO2
Method: DFT, ωB97M-V/def2-TZVPD

For the energy above the lowest of the compared OMol25 structures with the same formula, charge and spin, the calculation gives 55.54 kcal/mol. The value obtained for the gap between HOMO and LUMO is 9.17 eV. As for the SMILES: C=C[C@@](C)(O)C(N)=O. The value obtained for the maximum force is 5.3 eV/Å. For the electronic energy, the calculation gives -10914.1671 eV. Its net charge is 0.

The geometry in XYZ format:
```
17
Properties=species:S:1:pos:R:3:forces:R:3
O 1.34368 -1.05557 1.29562 -0.28 0.49 0.28
O 0.12399 0.19656 -1.83313 -0.30 0.79 -0.39
N 2.31165 0.15797 -0.34379 -0.10 0.87 -0.33
C -0.45134 0.99171 0.41059 -2.65 3.45 -3.11
C -0.19961 -0.14044 -0.52376 3.59 -0.64 2.82
C 1.25579 -0.34136 0.32033 -0.81 -2.98 -2.15
C -0.95593 0.89520 1.63151 0.18 0.58 0.68
C -1.19379 -1.28448 -0.44483 0.60 0.10 0.13
H -2.19276 -0.91062 -0.67191 -0.04 0.03 -0.01
H -0.45903 2.02986 -0.24049 -0.55 -2.22 1.80
H 3.24237 -0.04080 -0.01633 -0.10 0.18 0.10
H -1.64848 1.61775 2.03021 0.62 0.80 0.21
H 2.14639 0.74266 -1.15380 0.22 -0.36 0.18
H -0.62780 0.15327 2.33922 -0.52 -0.95 -0.32
H -1.19389 -1.71771 0.55041 -0.02 0.01 0.10
H -0.91211 -2.04952 -1.16600 -0.04 -0.03 -0.02
H -0.58913 0.75554 -2.18387 0.21 -0.13 0.02
```
Positions in Å, forces in eV/Å.

Mulliken atomic charge list, values in e, 5 entries: number 1, O, carries -0.6467; number 2, O, carries -0.5670; number 3, N, carries -0.3719; number 4, C, carries -0.3726; number 5, C, carries 1.1710


3.
Molecular formula: C12H15NOS
Method: DFT, ωB97M-V/def2-TZVPD

For the energy above the lowest of the compared OMol25 structures with the same formula, charge and spin, the calculation gives 14.57 kcal/mol. The value obtained for the gap between HOMO and LUMO is 8.61 eV. As for the SMILES: O=C(/C=C/c1cccs1)N1CCCCC1. The value obtained for the maximum force is 0.9 eV/Å. For the electronic energy, the calculation gives -27059.9839 eV. Its net charge is 0.

The geometry in XYZ format:
```
30
Properties=species:S:1:pos:R:3:forces:R:3
S 1.77811 1.67169 -2.44431 -0.40 0.37 0.23
O -0.81761 -2.64260 -0.91857 0.10 -0.13 -0.19
N -0.73037 -1.67769 1.11134 -0.09 -0.08 0.11
C -0.19273 0.72452 -0.71860 -0.03 -0.78 0.19
C 0.17473 -1.41676 3.35172 -0.11 0.14 -0.03
C -0.47078 -1.70600 -0.21609 -0.11 0.01 0.02
C -1.46088 -2.79785 1.68307 -0.40 -0.25 -0.13
C -0.01490 3.14912 -1.35251 0.00 -0.55 0.11
C -1.07400 -1.99358 4.02978 -0.01 0.01 -0.01
C 0.77333 4.00964 -2.13862 0.28 0.14 -0.23
C -2.12812 -2.37368 2.98250 0.16 -0.09 0.01
C -0.19799 -0.71265 2.04925 0.38 0.30 0.28
C 0.22619 -0.54111 -0.81612 -0.15 0.42 -0.18
C 1.77578 3.35451 -2.78167 0.00 -0.24 0.05
C 0.39239 1.84036 -1.40427 0.47 0.58 -0.50
H -0.78168 -3.64082 1.86259 -0.07 -0.01 -0.06
H 0.60309 5.06811 -2.22283 0.00 0.17 -0.04
H -1.49758 -1.26246 4.72013 0.02 -0.03 0.07
H -2.75305 -3.18710 3.35116 -0.06 0.03 -0.04
H 0.67703 -0.71160 4.01454 0.07 -0.02 -0.02
H -2.78087 -1.52305 2.77875 -0.07 -0.01 -0.01
H 1.02988 -0.79752 -1.49376 0.07 -0.07 -0.04
H 0.68127 -0.23611 1.60963 -0.19 -0.02 0.10
H -1.04318 0.97200 -0.09566 -0.08 -0.04 0.11
H -0.85643 3.47757 -0.76856 -0.17 0.00 0.13
H -2.19672 -3.12092 0.94235 0.14 -0.04 0.13
H 0.88122 -2.21567 3.12126 0.07 0.02 0.00
H -0.93946 0.06947 2.26042 0.10 0.05 -0.01
H -0.79308 -2.87111 4.61354 -0.03 0.01 0.07
H 2.52004 3.75801 -3.43921 0.13 0.13 -0.13
```
Positions in Å, forces in eV/Å.

Mulliken atomic charge list, values in e, 5 entries: number 1, S, carries -0.1493; number 2, O, carries -0.6632; number 3, N, carries 0.2238; number 4, C, carries 0.1823; number 5, C, carries -0.8773


4.
Molecular formula: C37H42N5O3P2SSm
Method: DFT, ωB97M-V/def2-TZVPD

As for the spin multiplicity: 6. For the energy above the lowest of the compared OMol25 structures with the same formula, charge and spin, the calculation gives 2.95 kcal/mol. The value obtained for the gap between HOMO and LUMO (spin up / spin down) is 6.41 / 6.42 eV. The value obtained for the maximum force is 2.9 eV/Å. For the electronic energy, the calculation gives -99963.6270 eV. Its net charge is 0.

The geometry in XYZ format:
```
91
Properties=species:S:1:pos:R:3:forces:R:3
Sm -0.49240 -0.61458 -1.56460 -0.88 -1.05 0.14
S -2.85829 0.07192 -3.02365 -0.09 -0.12 0.69
P -0.50746 -1.86975 1.44847 0.12 -1.59 -1.19
P -1.59138 1.43037 0.73687 -0.92 0.73 -2.17
O 2.70068 1.23099 1.21365 -0.38 0.34 0.63
O -1.06291 -2.61427 -2.26732 0.81 -0.52 -0.15
O 1.45082 -0.05586 -0.46014 0.31 0.13 -0.01
N -0.96745 1.78619 3.21451 0.75 -0.21 0.30
N -0.36576 0.95302 -3.40204 0.89 -0.27 -0.44
N 1.59234 -1.52628 -2.52361 -0.86 -1.68 -0.95
N 2.70032 -0.73718 -2.30451 -0.16 0.46 1.33
N 0.18626 -0.72079 3.69554 0.40 1.09 0.97
C 1.74793 -2.59846 -3.26887 -0.56 1.19 1.10
C -0.30915 1.55422 4.37352 0.10 -0.22 -0.37
C 0.35562 0.32797 4.55407 -0.14 -0.89 0.76
C 3.59801 1.61069 0.29985 0.51 0.71 -0.60
C -1.63274 -3.45542 3.54955 -0.45 -0.29 -0.01
C 4.48734 2.69961 0.48820 -0.10 -0.17 -0.13
C 1.00652 -2.72247 1.99674 0.52 0.67 -0.62
C -1.52262 4.34967 1.37518 0.44 0.05 0.34
C -0.24474 2.54210 5.36181 0.19 0.33 0.92
C 0.63151 1.54546 -4.12914 -0.72 -0.76 0.86
C -3.30393 1.68621 1.31062 -0.93 -0.29 -0.44
C -0.41704 -0.45286 2.57889 -0.07 -0.74 0.04
C -1.77189 -3.19082 2.04426 0.37 1.16 0.23
C 5.33645 2.42261 -1.74896 -0.17 -0.13 0.07
C 0.09108 -5.56149 -4.89204 0.13 0.36 0.18
C -2.01171 1.90033 -4.84860 0.97 0.37 -0.44
C 0.33453 2.35188 -5.18065 0.81 0.46 -0.34
C 1.14735 1.08162 6.68895 -0.03 -0.38 -0.09
C 1.05002 -4.65989 -4.46484 -0.72 0.66 0.49
C -1.49898 -4.53396 1.32791 -0.92 -0.04 -0.27
C -0.99887 2.57034 -5.52608 -1.27 -0.27 0.30
C 3.60146 0.95083 -0.92955 0.21 0.63 0.19
C 2.53305 -0.00922 -1.20110 0.51 -1.25 -2.58
C 5.28407 3.15497 -0.55934 0.25 -0.02 0.26
C -1.31635 3.35166 0.22444 -0.32 -0.42 0.29
C -0.89113 0.84500 2.30143 -0.69 1.76 0.13
C -1.19878 -5.55169 -4.34458 0.38 0.23 -0.27
C -2.39729 3.70572 -0.85857 0.29 -0.95 0.12
C -3.09430 -2.48861 1.72918 -1.01 0.44 0.59
C 0.47523 2.30432 6.50546 -0.15 0.09 -0.25
C 0.13206 3.46890 -0.27844 -0.09 -0.03 0.07
C 4.52575 1.32575 -1.91755 -0.36 -0.28 0.58
C -0.63147 -3.58285 -3.07419 0.18 1.20 0.70
C 0.71546 -3.58200 -3.58400 -0.53 -0.92 -0.40
C -1.65183 1.01154 -3.79048 -0.31 1.26 -0.83
C 1.07228 0.08677 5.74720 -0.02 0.69 0.18
C -1.54745 -4.60364 -3.40729 0.61 -0.35 0.03
H -0.54333 -4.93604 1.65626 0.06 0.01 -0.09
H 2.06508 -4.76667 -4.80644 0.24 0.17 -0.24
H 0.33468 4.50597 -0.58387 -0.05 -0.23 0.00
H -2.46724 -4.65758 -2.83943 -0.16 0.27 -0.30
H 1.17466 -3.58755 1.36586 -0.09 -0.29 0.10
H 1.65657 1.27732 -3.83376 -0.49 0.35 -0.02
H 0.31119 -6.25953 -5.67908 0.25 -0.31 -0.01
H -3.93625 -3.12523 2.05122 0.11 0.24 -0.20
H -3.05290 2.05571 -5.13064 0.28 -0.24 0.21
H 0.97404 -2.93303 3.06344 0.12 -0.14 -0.18
H 0.34684 2.81524 -1.13535 -0.09 0.07 0.18
H 1.68385 0.94805 7.61606 0.12 -0.21 0.02
H -3.23900 -2.21975 0.67457 0.19 -0.36 0.07
H 1.52184 -0.87927 5.87867 0.19 -0.22 0.06
H 1.15664 2.83108 -5.69757 -0.16 0.00 -0.16
H 0.53979 3.03447 7.30370 -0.08 0.11 -0.18
H 2.74434 -2.76351 -3.65804 0.22 -0.16 -0.15
H -0.86632 5.21479 1.16016 -0.28 -0.29 0.36
H 6.00178 2.66755 -2.55092 0.32 0.36 -0.19
H 1.99429 0.71904 0.68182 0.55 0.23 0.73
H -2.54041 2.90310 -1.60078 0.14 0.20 0.11
H -1.56065 -2.52968 4.12596 0.07 -0.21 0.05
H -0.77866 -4.11587 3.73855 0.00 0.40 0.11
H -2.50920 -4.02510 3.90901 0.15 0.28 -0.17
H -1.88643 -6.29420 -4.72879 -0.22 0.01 0.32
H -3.65417 0.82124 1.88478 -0.01 0.11 -0.19
H -3.36062 2.56538 1.96365 0.06 -0.18 -0.16
H 1.82558 -2.03671 1.76849 0.14 -0.04 0.26
H 0.82964 3.22344 0.54078 -0.15 0.04 -0.32
H -0.76229 3.47940 5.22678 -0.08 0.04 -0.17
H -2.26828 -5.29992 1.61118 0.44 0.76 -0.08
H -1.24381 3.86852 2.32311 0.04 0.55 -0.19
H -3.96565 1.82193 0.42004 0.47 -0.12 0.78
H 4.57542 0.69816 -2.78612 -0.02 0.06 -0.43
H -1.51341 -4.47944 0.23010 0.08 0.19 0.23
H -1.28185 3.25485 -6.32809 0.25 -0.18 0.18
H -2.08527 4.60778 -1.39154 0.09 -0.03 0.08
H 4.55214 3.17893 1.45222 -0.28 0.14 0.11
H -3.38307 3.90702 -0.40545 0.50 -0.11 -0.09
H -3.21812 -1.49812 2.28239 0.37 -1.25 -0.38
H -2.54554 4.74727 1.46888 0.28 -0.36 -0.13
H 5.90388 4.07240 -0.45798 -0.49 -0.86 0.12
```
Positions in Å, forces in eV/Å.

Mulliken atomic charge list, values in e, 5 entries: number 1, Sm, carries 0.1428; number 2, S, carries -0.3696; number 3, P, carries 0.8567; number 4, P, carries 1.0678; number 5, O, carries -0.6587


Q: Which of these has the lowest net charge?
A: C4H6O


Q: Look up the maximum force of the first one.
A: 2.4 eV/Å